# 1
Molecular formula: C30H34ClNO2S
Method: DFT, ωB97M-V with the def2-TZVPD basis set

## Properties
**HOMO-LUMO gap**: 2.214 eV
**Electronic energy**: -2226.9609 hartree
**LUMO**: -3.3 eV
**Multiplicity**: 1

Last column: natural (NBO) charge in e.
Geometry (Å):
C 3.640 2.606 -0.258  -0.64
C 2.169 2.350 -0.229  0.02
C 1.554 2.173 1.006  -0.21
C 0.188 1.900 1.106  -0.04
C -0.334 1.668 2.495  -0.65
C -0.570 1.761 -0.072  0.01
C -2.012 1.282 0.030  -0.24
C -2.924 2.366 0.658  -0.60
C -2.123 -0.106 0.746  -0.52
C -1.070 -1.116 0.541  0.14
C -1.325 -2.508 0.646  -0.10
C -0.784 -3.445 -0.310  0.09
C -0.225 -2.993 -1.622  -0.65
C -0.923 -4.812 -0.101  -0.24
C -1.584 -5.330 1.015  0.10
C -1.583 -6.797 1.290  -0.65
C -2.270 -4.434 1.840  -0.24
C -2.196 -3.058 1.664  0.07
C -3.078 -2.236 2.557  -0.65
C 0.025 1.996 -1.324  -0.04
C -0.751 1.926 -2.619  -0.64
C 1.397 2.245 -1.386  -0.22
H 3.987 2.769 -1.282  0.21
H 3.885 3.495 0.342  0.23
H 4.202 1.764 0.173  0.24
H 2.149 2.206 1.916  0.24
H -1.410 1.816 2.626  0.20
H -0.073 0.657 2.842  0.21
H 0.162 2.350 3.198  0.25
H -2.426 1.127 -0.979  0.22
H -2.764 3.308 0.119  0.23
H -3.985 2.094 0.587  0.21
H -2.702 2.574 1.707  0.21
H -2.151 0.056 1.827  0.28
H -3.108 -0.529 0.462  0.23
H -0.064 -0.783 0.297  0.24
H 0.171 -3.870 -2.145  0.23
H -1.020 -2.573 -2.254  0.23
H 0.579 -2.253 -1.544  0.24
H -0.518 -5.504 -0.840  0.22
H -2.149 -7.013 2.198  0.22
H -2.033 -7.358 0.464  0.24
H -0.563 -7.180 1.418  0.24
H -2.900 -4.830 2.638  0.22
H -3.687 -2.923 3.164  0.23
H -2.531 -1.599 3.268  0.24
H -3.781 -1.612 1.985  0.23
H -0.081 2.189 -3.447  0.22
H -1.126 0.910 -2.824  0.21
H -1.596 2.632 -2.661  0.22
H 1.862 2.357 -2.362  0.20
N -0.673 6.631 3.501  -0.32
C 0.167 5.910 3.898  0.29
C 1.172 4.974 4.355  -0.19
C 2.534 5.175 4.087  -0.17
C 3.458 4.189 4.435  -0.19
C 3.006 2.988 4.981  -0.28
S 4.061 1.505 5.044  2.14
C 3.521 0.527 3.638  -0.85
Cl 4.572 -0.678 3.149  0.02
O 5.423 1.924 4.883  -0.95
O 3.626 0.845 6.251  -0.97
C 1.692 2.878 5.436  -0.15
C 0.758 3.844 5.072  -0.20
H 2.857 6.099 3.595  0.23
H 4.520 4.351 4.265  0.25
H 2.461 0.275 3.680  0.19
H 1.376 2.027 6.034  0.24
H -0.300 3.715 5.327  0.23

# 2
Molecular formula: C30H34CrN4O3S
Method: DFT, ωB97M-V with the def2-TZVPD basis set

## Properties
**HOMO-LUMO gap (alpha / beta)**: 6.944 / 7.690 eV
**Electronic energy**: -3050.8495 hartree
**⟨S²⟩**: 3.799
**Charge**: +1
**LUMO (alpha / beta)**: -3.4 / -2.8 eV
**Multiplicity**: 4

Last column: Mulliken charge in e.
Geometry (Å):
Cr -0.101 -0.181 -1.009  -0.64
C -1.733 2.572 -3.912  -1.05
C -2.401 1.718 -4.780  -0.42
C -2.389 0.357 -4.542  -0.81
C -1.711 -0.143 -3.435  0.98
N -1.055 0.701 -2.608  1.30
C -1.065 2.018 -2.841  0.02
C -1.626 -1.560 -3.059  0.96
C -2.289 -2.570 -3.753  -0.85
C -2.179 -3.883 -3.327  -0.76
C -1.411 -4.186 -2.212  -0.94
C -0.754 -3.174 -1.523  0.24
C -0.840 -1.847 -1.930  -0.30
H -1.720 3.640 -4.064  0.47
H -2.927 2.114 -5.639  0.45
H -2.901 -0.316 -5.213  0.39
H -0.512 2.630 -2.142  0.07
H -2.896 -2.347 -4.620  0.37
H -2.692 -4.669 -3.864  0.42
H -1.327 -5.212 -1.878  0.45
H -0.166 -3.438 -0.652  0.34
O -1.699 0.074 0.063  -0.69
C -1.955 0.417 1.232  0.05
C -0.988 0.281 2.359  -0.53
C -1.218 -1.187 2.819  -0.16
C -2.679 -1.645 3.009  -1.04
C -3.525 -1.791 1.726  -0.15
C -4.159 -0.471 1.250  -0.87
N -3.237 0.634 1.583  -0.08
H -1.231 0.977 3.163  0.59
H 0.041 0.439 2.037  0.07
H -0.679 -1.323 3.758  0.48
H -0.748 -1.841 2.080  -0.04
H -3.190 -0.995 3.728  0.33
H -2.630 -2.622 3.491  0.45
H -4.319 -2.520 1.892  0.47
H -2.896 -2.199 0.929  0.07
H -5.093 -0.262 1.769  0.45
H -4.359 -0.475 0.181  0.29
H -3.330 0.923 2.546  0.40
N 1.070 -1.354 0.255  0.42
C 2.052 -1.752 0.728  0.07
N 3.144 -2.173 1.275  0.21
C 3.884 -1.280 2.196  -0.62
C 5.245 -1.898 2.496  -0.79
C 5.830 -2.493 1.219  -0.61
C 5.004 -3.705 0.758  -0.67
C 3.542 -3.588 1.200  -0.68
H 3.298 -1.128 3.106  0.35
H 4.005 -0.320 1.691  0.43
H 5.154 -2.666 3.267  0.35
H 5.890 -1.121 2.903  0.39
H 6.869 -2.783 1.370  0.36
H 5.830 -1.725 0.441  0.30
H 5.410 -4.624 1.183  0.35
H 5.060 -3.805 -0.326  0.31
H 3.388 -4.033 2.185  0.36
H 2.871 -4.086 0.502  0.37
O 0.296 8.096 0.573  -0.46
C -0.575 7.071 0.502  0.63
O -1.745 7.256 0.685  -0.54
C -0.011 5.716 0.206  0.58
C -0.811 4.618 0.506  -0.71
C -0.364 3.336 0.254  -0.41
C 0.890 3.115 -0.316  0.30
S 1.506 1.496 -0.628  -0.36
C 1.682 4.218 -0.640  -1.08
C 1.237 5.501 -0.375  -0.92
H 1.207 7.788 0.516  0.29
H -1.789 4.796 0.934  0.53
H -0.996 2.494 0.494  0.76
H 2.646 4.061 -1.103  0.47
H 1.870 6.331 -0.667  0.29

# 3
Molecular formula: C30H34NO9Rh
Method: DFT, ωB97M-V with the def2-TZVPD basis set

## Properties
**HOMO-LUMO gap (alpha / beta)**: 1.865 / 4.220 eV
**Electronic energy**: -2005.7942 hartree
**⟨S²⟩**: 6.040
**Charge**: -2
**LUMO (alpha / beta)**: 2.8 / 2.8 eV
**Multiplicity**: 5

Last column: Mulliken charge in e.
Geometry (Å):
C 4.554 1.343 -2.505  2.95
C 3.170 1.729 -1.951  -1.92
C 4.956 0.166 -1.580  -1.96
C 4.361 0.490 -0.209  -0.07
H 6.033 0.042 -1.558  0.35
H 4.522 -0.741 -1.994  0.55
C 3.318 1.607 -0.440  0.79
H 2.452 1.007 -2.334  0.50
H 2.835 2.714 -2.266  0.54
C 2.091 1.142 0.343  -1.15
H 3.693 2.542 -0.029  0.52
H 5.147 0.865 0.439  0.45
C 3.590 -0.609 0.560  1.71
C 4.512 0.814 -3.924  -0.30
C 5.535 2.507 -2.318  0.00
O 6.649 2.355 -1.882  -0.59
O 3.530 0.403 -4.497  -0.62
O 5.756 0.781 -4.448  -0.27
O 5.118 3.776 -2.551  -0.34
C 5.034 4.363 -3.854  -0.65
H 4.014 4.557 -4.170  0.26
H 5.530 3.728 -4.585  0.27
H 5.567 5.305 -3.782  0.28
C 5.833 0.552 -5.865  -0.80
H 5.348 -0.386 -6.126  0.31
H 6.891 0.510 -6.096  0.26
H 5.354 1.361 -6.411  0.33
O 2.553 0.138 1.237  -0.50
H 1.323 0.744 -0.332  0.24
H 1.633 1.924 0.944  0.17
C 4.433 -1.260 1.635  -1.79
C 2.943 -1.669 -0.323  -1.98
H 3.685 -2.347 -0.744  0.40
H 2.378 -1.242 -1.149  0.32
H 2.259 -2.259 0.282  0.49
H 3.881 -2.054 2.136  0.41
H 4.729 -0.526 2.380  0.43
H 5.333 -1.693 1.200  0.33
Rh -2.284 -0.319 0.683  0.77
C -3.240 0.566 2.633  -0.83
C -1.880 0.949 2.617  -0.99
C -1.674 1.809 1.518  -0.08
H -1.118 0.596 3.288  0.42
C -2.908 1.970 0.859  -1.09
C -3.874 1.211 1.552  -0.22
H -4.912 1.114 1.285  0.77
H -3.708 -0.091 3.346  0.96
H -0.732 2.234 1.217  0.21
H -3.076 2.548 -0.034  0.41
C -2.898 -2.309 -0.475  -0.85
C -4.056 -1.525 -0.296  -0.59
C -3.884 -0.333 -1.035  -0.48
H -4.919 -1.790 0.292  0.90
C -2.607 -0.365 -1.640  -0.73
C -2.010 -1.598 -1.301  -0.51
H -1.014 -1.910 -1.561  0.42
H -2.693 -3.253 -0.001  0.43
H -4.594 0.471 -1.110  0.58
H -2.179 0.401 -2.264  0.43
O -2.907 -3.509 3.468  -0.81
C -3.420 -2.495 2.811  0.05
O -2.506 -1.873 2.002  -0.38
C -4.917 -2.237 3.150  0.18
C -5.768 -1.291 2.554  1.12
C -7.096 -1.092 2.921  -1.12
C -7.670 -1.847 3.940  -0.37
C -6.868 -2.812 4.571  -0.56
C -5.525 -3.003 4.183  -1.00
N -9.032 -1.631 4.323  0.94
O -9.697 -0.804 3.774  -0.82
O -9.519 -2.272 5.205  -0.82
H -5.448 -0.678 1.800  0.50
H -7.675 -0.334 2.403  0.40
H -7.276 -3.416 5.372  0.42
H -4.962 -3.757 4.716  0.44

Which value of multiplicity does entry 2 give? 4